# C9H17N3

A gas-phase ion, C9H17N3 (charge +2) (the ωB97M-V functional and the def2-TZVPD basis, OMol25).

Results
⟨S²⟩: 2.0163
Energy relative to the best compared isomer or geometry (same formula, charge and spin) (kJ/mol): 0.0
Kohn-Sham gap (spin up / spin down) (Eh): 0.2412 / 0.2714

ORCA input file:
```
! wB97M-V def2-TZVPD RIJCOSX def2/J DEFGRID3
* xyz 2 3
C -0.3246 -1.9237 0.1731
C 1.4177 -0.5050 -0.2509
C -0.4995 0.3965 -0.0242
C 2.6236 0.0589 -0.1127
C 3.6746 -0.8898 0.2930
C 3.0674 1.4503 -0.4267
C -3.3436 -0.9181 -0.7677
C -2.0471 2.3135 0.4155
C -2.5434 -0.8177 0.5034
N -1.0427 -0.7626 0.2970
N 0.9773 -1.7929 -0.1268
N -0.8799 1.6164 0.0062
H -0.8499 -2.8680 0.3970
H 4.5083 -0.3475 0.6621
H 3.4048 -1.5241 1.1611
H 4.1160 -1.6042 -0.4265
H 3.8800 1.1610 -1.1981
H 2.1683 1.9652 -0.8313
H 3.4774 2.0161 0.4683
H -4.4169 -0.7746 -0.5862
H -3.2501 -0.0316 -1.4277
H -3.0546 -1.8686 -1.1833
H -2.0752 3.2988 -0.2258
H -1.9631 2.5498 1.5552
H -2.8852 1.8236 0.0911
H -2.8042 0.0362 1.1696
H -2.7110 -1.7545 1.1841
H 1.5259 -2.5104 -0.4295
H -0.1501 2.2069 -0.3591
*
```

# C9H17N3O2

2 unconnected molecules or ions with the total composition C9H17N3O2 (the ωB97M-V functional and the def2-TZVPD basis, OMol25).

Results
Energy relative to the best compared isomer or geometry (same formula, charge and spin) (kJ/mol): 217.1
Kohn-Sham gap (spin up / spin down) (Eh): 0.2728 / 0.2729

ORCA input file:
```
! wB97M-V def2-TZVPD RIJCOSX def2/J DEFGRID3
* xyz 0 1
C 0.4674 2.7323 0.6307
C -0.5258 -1.1650 2.6479
C 0.6020 -1.8065 1.8382
C 1.8550 0.6196 -2.7359
C -0.6051 0.3337 2.3713
C 0.4644 -0.0338 0.2196
C 0.4450 0.3435 -2.4979
C -0.6840 -0.4988 -2.8913
C -0.9206 1.9410 0.5122
N 0.4170 -1.4504 0.4313
N 0.7945 1.6240 -2.5612
N -0.7159 0.5353 0.9047
O 0.9512 3.1079 -0.4550
O 0.9041 2.8686 1.7602
H -1.4737 -1.6371 2.3727
H -0.3546 -1.3344 3.7121
H 1.5718 -1.4540 2.2276
H 0.5655 -2.8948 1.9373
H 2.5614 0.4732 -1.9307
H 2.2778 0.5624 -3.7341
H -1.4728 0.7754 2.8687
H 0.2938 0.8623 2.7010
H 1.3684 0.4710 0.5703
H -0.5678 -0.7951 -3.9375
H -1.6211 0.0456 -2.7805
H -0.7146 -1.4056 -2.2877
H -1.2659 1.9747 -0.5216
H -1.6566 2.4073 1.1702
H 1.1159 -1.9062 -0.1449
H 0.7946 2.3413 -1.7600
H -1.5068 -0.0378 0.5889
*
```

# C9H17N3O4

A single C9H17N3O4 molecule (the ωB97M-V functional and the def2-TZVPD basis, OMol25).

Results
Structure (SMILES): CNC(=O)[C@@H](C)NC(=O)[C@@H](CO)NC(C)=O
Energy relative to the best compared isomer or geometry (same formula, charge and spin) (kJ/mol): 6.9
Kohn-Sham gap (Eh): 0.3531

ORCA input file:
```
! wB97M-V def2-TZVPD RIJCOSX def2/J DEFGRID3
* xyz 0 1
C 0.4287 0.0148 4.9161
N 0.7729 -0.1746 3.5267
C 0.8793 -1.3584 2.9008
O 0.7069 -2.4178 3.5106
C 1.1688 -1.3326 1.3850
C 0.9233 -2.7413 0.7500
N 0.4244 -0.2959 0.6194
C 0.6264 1.0313 0.6503
O 1.4190 1.5608 1.4241
C -0.1834 1.8733 -0.3259
C 0.0406 3.3991 -0.1082
O -0.4546 4.1484 -1.2501
N 0.1761 1.6268 -1.7158
C -0.1030 0.5413 -2.4259
C 0.3175 0.5806 -3.8908
O -0.6787 -0.4401 -1.9467
H -0.6701 0.1755 4.9895
H 0.5962 -0.8734 5.5555
H 0.8865 0.8646 5.3442
H 0.9887 0.6602 2.9890
H 2.2311 -1.1776 1.3036
H -0.1198 -3.0058 0.8195
H 1.2186 -2.7204 -0.2682
H 1.4987 -3.4982 1.3225
H -0.2383 -0.6528 -0.0884
H -1.2622 1.6244 -0.2516
H -0.3594 3.7315 0.8281
H 1.1069 3.5761 -0.0264
H -1.3987 4.2268 -1.2171
H 0.6211 2.4031 -2.1782
H -0.0910 -0.3061 -4.3647
H 1.4197 0.5985 -3.9653
H -0.1075 1.4542 -4.3621
*
```

# C9H17N4

A molecular structure, C9H17N4 (the ωB97M-V functional and the def2-TZVPD basis, OMol25).

Results
Energy relative to the best compared isomer or geometry (same formula, charge and spin) (kJ/mol): 409.6
Kohn-Sham gap (Eh): 0.3474

ORCA input file:
```
! wB97M-V def2-TZVPD RIJCOSX def2/J DEFGRID3
* xyz 1 1
C -0.3388 -0.8996 0.5903
C -1.1953 0.0337 0.1942
C 0.3247 0.7839 -1.5501
C -0.2758 -2.1403 2.8277
C -0.8296 -1.8422 1.6601
C 1.1292 -0.9128 0.2028
C -2.6657 -0.0883 0.4814
C 1.9705 0.3555 0.8734
C -1.3683 2.3571 -0.6939
N 1.0826 1.4114 -2.3244
N -0.6826 1.0492 -0.8165
N 1.0737 -1.0232 -1.2302
N 2.2577 -0.9247 -1.9129
H -0.8961 -2.6540 3.5293
H 0.5734 -1.5453 3.1139
H -1.7422 -2.4427 1.4230
H 1.5496 -1.7825 0.7131
H -3.0261 -1.0511 0.5641
H -3.4085 0.3252 -0.1383
H -2.9128 0.1910 1.4758
H 2.5438 -0.0180 1.7449
H 1.2568 1.0701 1.1398
H 2.4821 0.7395 0.0614
H -1.3932 2.4460 0.3546
H -0.8630 3.2791 -1.0241
H -2.3417 2.3037 -1.2509
H 0.7803 2.3464 -2.7181
H 1.4798 0.8499 -3.0355
H 2.3074 -1.3732 -2.7547
H 3.1280 -0.8438 -1.5000
*
```

# C9H17N5

2 unconnected molecules or ions with the total composition C9H17N5 (the ωB97M-V functional and the def2-TZVPD basis, OMol25).

Results
Energy relative to the best compared isomer or geometry (same formula, charge and spin) (kJ/mol): 402.4
Kohn-Sham gap (spin up / spin down) (Eh): 0.2462 / 0.2462

ORCA input file:
```
! wB97M-V def2-TZVPD RIJCOSX def2/J DEFGRID3
* xyz 2 1
C 0.7847 4.2688 2.1553
C 1.4208 1.4699 2.6908
C 0.3220 2.1988 3.2334
C -0.5785 -8.6402 -2.7507
C 2.3338 0.8613 2.1743
C 3.5112 0.1121 1.8340
C -1.0867 3.6862 -1.5186
C -2.8835 -7.6660 -2.3188
C 0.1591 2.8804 -1.1063
N 0.2994 3.5060 3.0697
N -1.5733 -8.1285 -2.4108
N 0.7568 3.9939 0.8645
N -0.6374 1.6388 3.9468
N 0.6876 2.7825 0.2784
H 1.0033 5.2819 2.6429
H 0.3232 -8.9582 -3.1770
H 3.8413 -0.6617 2.5276
H 3.2669 -0.3276 0.8481
H 4.4652 0.7325 1.6966
H -1.9677 3.1587 -1.3715
H -1.2041 4.5604 -0.7733
H -1.0085 3.9149 -2.5314
H -3.4907 -8.4212 -2.1253
H -3.2709 -7.1567 -3.3112
H -2.9206 -6.9166 -1.6078
H 0.9814 3.5254 -1.7067
H 0.0981 1.9003 -1.3687
H 0.7678 4.8151 0.2890
H -0.6315 0.6996 4.1311
H -1.4607 2.1921 4.2340
H 0.6405 2.0016 0.9159
*
```

# C9H17NO7SSr

A molecular structure, C9H17NO7SSr (the ωB97M-V functional and the def2-TZVPD basis, OMol25).

Results
Kohn-Sham gap (Eh): 0.2115

ORCA input file:
```
! wB97M-V def2-TZVPD RIJCOSX def2/J DEFGRID3
* xyz 2 1
C 1.0274 2.3778 -0.1109
C 1.7340 1.6697 1.0440
C 1.2749 0.2265 1.2998
C 1.2546 -0.7090 0.0813
O 2.0456 -1.8308 0.4187
O 1.8081 -0.0931 -1.0483
S 1.5186 -1.0238 -2.3810
O 1.1971 -0.0782 -3.3769
O 2.5450 -1.9598 -2.5624
O 0.2523 -1.7076 -1.7910
C -0.1102 -1.3516 -0.3834
O -0.2422 -2.5045 0.3200
N -1.6153 -3.1724 0.3019
O -1.6444 -3.9875 -0.4857
C -1.4038 -0.5231 -0.5228
C -1.3131 0.5106 -1.6596
C -1.9004 0.1757 0.7532
C -2.2474 -0.6907 1.9576
H 1.3558 3.4277 -0.0894
H 1.2798 1.9965 -1.0908
H -0.0754 2.4054 -0.0238
H 1.5572 2.2072 1.9964
H 2.8051 1.7204 0.8784
H 2.0034 -0.2022 1.9760
H 0.3324 0.1858 1.8282
H 2.9462 -1.6717 0.1185
H -2.1919 -1.2052 -0.8234
H -2.0136 1.3148 -1.4586
H -1.5523 0.0615 -2.6133
H -0.3249 0.9364 -1.7623
H -2.8088 0.6983 0.4665
H -1.2045 0.9542 1.0770
H -3.0522 -1.3700 1.7075
H -2.6140 -0.0558 2.7585
H -1.4055 -1.2599 2.3332
Sr 0.7825 4.5286 0.8671
*
```

# C9H18B2F3NO9S

2 unconnected molecules or ions with the total composition C9H18B2F3NO9S (the ωB97M-V functional and the def2-TZVPD basis, OMol25).

Results
Structure (SMILES): CCOB(O)[C@@]1(B(N)O)OC(=O)O[C@H]1S(=O)(=O)C(F)(F)F.CC(C)O
Energy relative to the best compared isomer or geometry (same formula, charge and spin) (kJ/mol): 79.8
Kohn-Sham gap (Eh): 0.3707

ORCA input file:
```
! wB97M-V def2-TZVPD RIJCOSX def2/J DEFGRID3
* xyz 0 1
C -1.0933 -0.6401 1.6058
C -1.0121 0.3055 0.3555
O -0.4449 1.5718 0.7289
B -0.6070 2.5548 -0.2246
O -1.7038 3.4188 -0.0545
C 0.3066 2.7895 -1.5390
B -0.2563 3.6888 -2.7540
N -0.4345 3.0235 -4.0709
O -0.6014 5.0188 -2.6120
O 1.3832 3.6520 -0.9792
C 2.5408 2.8961 -0.8190
O 3.6087 3.2664 -0.6450
O 2.1411 1.5428 -0.9792
C 1.2591 1.6960 -2.0953
S 0.7003 0.1946 -2.9577
O 1.3878 0.1479 -4.2259
O 1.1323 -0.9706 -2.2233
C -1.1077 0.0669 -3.3523
F -1.9465 0.8169 -2.6171
F -1.3097 0.3388 -4.6338
F -1.4573 -1.2068 -3.1645
H -0.4598 -1.5487 1.4382
H -2.1470 -0.9500 1.7689
H -0.7225 -0.1268 2.5170
H -0.3169 -0.1890 -0.3559
H -2.0322 0.3667 -0.0742
H -2.3496 3.3020 -0.7663
H 0.1151 3.4909 -4.7920
H -1.4127 2.9715 -4.3545
H -1.2763 5.2114 -3.2833
H 1.8642 2.2277 -2.8707
C 1.6257 -3.7232 4.6134
C 0.2832 -3.5741 3.9145
C -0.5379 -4.8503 4.0176
O 0.4931 -3.2505 2.5404
H 2.2158 -4.5212 4.1533
H 2.2080 -2.8045 4.5234
H 1.4965 -3.9525 5.6729
H -0.2711 -2.7442 4.3575
H -0.0186 -5.6852 3.5381
H -1.4939 -4.7330 3.5040
H -0.7312 -5.1131 5.0595
H 0.9828 -3.9764 2.1352
*
```

# C9H18BNO2

A single C9H18BNO2 molecule (the ωB97M-V functional and the def2-TZVPD basis, OMol25).

Results
Structure (SMILES): CCC/C(=C/O)CC/C=N/B(C)O
Energy relative to the best compared isomer or geometry (same formula, charge and spin) (kJ/mol): 0.0
Kohn-Sham gap (Eh): 0.3303

ORCA input file:
```
! wB97M-V def2-TZVPD RIJCOSX def2/J DEFGRID3
* xyz 0 1
C -3.4069 -0.0813 1.1429
C -2.9959 -0.6755 -0.1992
C -1.7452 -0.0066 -0.7834
C -0.5061 -0.2546 0.0420
C 0.0667 -1.4552 0.0136
O 1.1718 -1.8733 0.6774
C -0.0088 0.8864 0.8940
C 0.6151 2.0481 0.1064
C 2.0919 1.9433 -0.1550
N 2.8081 0.9598 0.0734
B 3.5710 -0.1728 0.0743
C 3.6474 -1.0256 -1.2807
O 4.2175 -0.5238 1.2311
H -4.3326 -0.5355 1.4913
H -3.5673 0.9917 1.0558
H -2.6388 -0.2625 1.8910
H -3.8176 -0.5608 -0.9112
H -2.8043 -1.7435 -0.0754
H -1.9291 1.0662 -0.8580
H -1.5918 -0.3908 -1.7949
H -0.3484 -2.2609 -0.5778
H 1.6346 -1.1193 1.0661
H 0.7207 0.5375 1.6278
H -0.8644 1.2837 1.4448
H 0.1209 2.1553 -0.8646
H 0.4547 2.9863 0.6442
H 2.5308 2.8639 -0.5595
H 4.5887 -0.8409 -1.7976
H 2.8443 -0.7695 -1.9669
H 3.5840 -2.0928 -1.0796
H 4.7291 -1.3258 1.1505
*
```